1.
ORCA calculation (the ωB97M-V functional and the def2-TZVPD basis) on a molecular structure, C20H29DyN7OS.

```
59
Properties=species:S:1:pos:R:3:forces:R:3
Dy 0.534586 0.045351 0.279723 0.1 0.1 -0.4
C 3.076089 2.247999 -0.122844 -0.2 0.2 0.1
C 2.067046 3.219949 0.478180 0.1 -0.2 -0.1
N 0.683235 2.682190 0.399243 0.0 -0.1 0.1
C -0.175003 3.172786 1.505954 0.0 0.0 0.1
C 0.250474 2.662102 2.882594 0.0 -0.2 -0.1
S 0.849844 0.928303 2.926768 0.1 0.3 0.1
C 2.681069 1.154584 2.926247 -0.1 -0.1 -0.1
C 3.457958 0.597577 1.733551 -0.1 0.0 0.1
N 2.892994 0.860832 0.377731 0.1 0.1 0.0
H 4.085150 2.612932 0.083896 0.0 0.0 -0.1
H 2.954797 2.220591 -1.208007 0.0 0.0 0.0
H 2.146459 4.177400 -0.038156 0.0 0.0 0.0
H 2.313143 3.408135 1.518842 -0.1 0.0 0.0
H 0.265762 3.068173 -0.443225 0.0 -0.1 -0.1
H -1.195845 2.854785 1.292015 0.0 0.0 0.0
H -0.177435 4.265977 1.546421 0.0 0.0 0.0
H -0.597162 2.703826 3.564782 0.0 0.0 0.0
H 1.035564 3.268616 3.328627 0.0 0.0 0.0
H 3.031876 0.643713 3.821497 0.0 0.0 0.0
H 2.859821 2.214719 3.076410 0.0 0.0 0.0
H 3.523586 -0.484426 1.832879 0.0 0.0 0.0
H 4.471880 1.001679 1.804070 0.0 0.0 -0.1
H 3.463921 0.277486 -0.231604 0.0 0.0 -0.1
N 0.136948 0.614748 -2.200009 -0.2 0.0 0.2
C -1.301047 0.636997 -2.504363 -0.1 0.0 -0.1
C -1.733039 0.722496 -3.803264 0.1 0.0 0.1
C -3.103087 0.779590 -4.116431 -0.1 0.0 0.0
C -4.032593 0.765144 -3.115443 0.0 0.0 -0.1
C -3.625430 0.670835 -1.765363 0.2 0.0 0.0
C -4.554797 0.655999 -0.701682 0.1 0.0 0.1
C -4.109375 0.539579 0.587793 -0.2 0.0 0.0
C -2.736743 0.426579 0.812945 0.2 0.0 0.0
N -1.819619 0.456792 -0.146493 -0.1 0.0 0.1
C -2.244785 0.590490 -1.445794 0.0 0.0 -0.1
H 0.578057 0.003365 -2.883921 0.1 -0.1 0.1
H 0.506360 1.534912 -2.433655 0.1 0.1 0.1
H -1.010457 0.767920 -4.611012 0.0 0.0 0.0
H -3.405811 0.848287 -5.152133 0.0 0.0 0.0
H -5.089400 0.828243 -3.342058 0.0 0.0 0.0
H -5.612838 0.737109 -0.919523 0.0 0.0 0.0
H -4.796437 0.523459 1.422013 0.0 0.0 0.0
H -2.373077 0.312447 1.830841 0.0 0.0 0.0
C 2.093982 -4.391579 1.870796 0.2 0.0 0.2
N 1.115526 -4.060131 0.823917 0.1 0.2 0.0
C 0.431842 -5.033192 0.154775 -0.2 0.0 -0.2
C -0.484605 -4.727739 -0.789741 0.0 -0.1 0.0
C -0.729236 -3.355328 -1.060137 0.0 0.1 0.0
N -0.038777 -2.401759 -0.404351 0.1 0.1 0.1
C 0.877414 -2.762353 0.517721 -0.3 -0.4 -0.2
O 1.509538 -1.827710 1.099601 0.1 0.3 0.1
N -1.633968 -2.982231 -1.956955 0.1 -0.1 0.1
H 2.122367 -5.469286 1.992674 0.0 0.0 0.0
H 1.805760 -3.928288 2.811538 -0.1 0.0 0.0
H 3.085471 -4.040907 1.592787 0.0 0.0 -0.1
H 0.664439 -6.054315 0.421862 0.0 0.0 0.0
H -1.016905 -5.501562 -1.322436 0.0 0.0 0.0
H -2.164360 -3.675699 -2.459474 0.0 0.0 0.0
H -1.811152 -2.008203 -2.140631 0.0 0.0 0.0
```
Positions in Å, forces in eV/Å.

As for the gap between HOMO and LUMO (alpha / beta): 8.741 / 8.744 eV. Its charge is +3. As for the spin multiplicity: 6. As for the expectation value of S²: 9.334.

2.
ORCA calculation (the ωB97M-V functional and the def2-TZVPD basis) on 2 unconnected molecules or ions with the total composition C3H10NO2.

```
16
Properties=species:S:1:pos:R:3:forces:R:3
N -0.316452 1.215890 2.184419 -0.3 -0.5 0.0
C -1.263205 1.318423 1.080430 0.0 0.3 -0.2
O -0.681965 1.655082 -0.146294 0.2 -0.3 0.1
H 0.458054 0.672279 1.801602 0.2 -0.1 0.1
H 0.053323 2.133055 2.368576 0.2 0.3 0.0
H -1.802248 0.363173 1.009863 0.0 -0.1 0.1
H -1.992522 2.100372 1.328542 -0.1 -0.1 0.0
C 0.983688 -1.243880 -0.491319 0.5 0.6 0.5
O 1.306758 0.056933 -0.159250 -0.4 0.0 -0.3
C 0.346973 -1.413683 -1.874471 -0.2 0.2 0.2
H 1.907857 -1.862813 -0.479978 -0.2 -0.2 0.0
H 0.308550 -1.666094 0.284381 -0.1 -0.3 -0.2
H 0.135411 0.984555 -0.255379 -0.1 0.2 0.0
H 1.061216 -1.122199 -2.645648 0.0 0.0 -0.1
H 0.011203 -2.441072 -2.043327 0.1 -0.1 -0.1
H -0.516643 -0.750022 -1.962146 0.0 0.0 0.0
```
Positions in Å, forces in eV/Å.

As for the gap between HOMO and LUMO: 7.882 eV. Its charge is -1.

3.
ORCA calculation (the ωB97M-V functional and the def2-TZVPD basis) on 5 unconnected molecules or ions with the total composition C30H42BN4O2S.

```
80
Properties=species:S:1:pos:R:3:forces:R:3
N 0.280692 -1.044439 2.830912 -0.4 0.2 -0.1
C 0.417066 -2.046005 1.791134 1.5 -0.2 0.8
N 1.058104 -1.405544 0.673760 -0.2 0.3 0.1
N 1.302658 -3.160166 2.213293 -1.0 -0.2 -0.1
C -0.901507 -2.757353 1.480695 0.2 0.6 -0.4
N -2.093232 -1.921725 1.081481 -1.2 -0.7 -0.4
B -3.119833 -3.020367 0.720972 -0.6 -0.6 -0.1
O -4.098337 -3.344235 1.595272 0.8 -0.2 0.8
O -3.023371 -3.626793 -0.488873 1.2 -0.3 0.1
C -2.004284 -1.090579 -0.154943 0.4 1.7 -1.0
C -2.029629 0.396963 0.252888 -0.9 -0.4 0.7
C -2.216793 0.405367 1.783796 0.5 0.6 -0.4
C -2.711074 -0.991732 2.088668 -0.1 1.0 1.4
S -2.614200 -1.507182 3.819138 0.6 0.0 0.2
H 1.124999 -0.480686 2.853503 0.1 0.0 0.1
H 0.204107 -1.487241 3.738053 0.0 0.0 0.1
H 0.932894 -0.403425 0.672298 -0.2 0.0 -0.2
H 0.845565 -1.814337 -0.222475 0.2 0.0 0.0
H 2.090577 -2.766679 2.715515 0.2 0.1 -0.2
H 0.778551 -3.695653 2.902580 0.3 -0.2 0.1
H -1.193908 -3.379835 2.313756 -0.3 0.0 0.4
H -0.700849 -3.409602 0.641871 0.0 -0.2 -0.3
H -3.998179 -4.275574 1.863013 -0.8 0.3 -0.1
H -2.661069 -4.526143 -0.443584 -0.4 0.1 -0.5
H -2.874069 -1.193214 -0.788033 -0.5 -0.7 0.2
H -1.199814 -1.334228 -0.826183 0.5 -0.4 0.3
H -1.250461 1.009643 -0.168813 0.4 0.0 0.1
H -2.971775 0.769564 -0.120076 -0.1 0.4 -0.5
H -1.342447 0.722662 2.325338 0.4 -0.4 0.2
H -2.990470 1.107092 2.064553 -0.2 0.2 0.0
H -3.776537 -0.925660 1.931083 -0.3 -0.6 -0.6
H -3.919004 -1.435894 4.103695 -0.1 -0.2 -0.2
C -0.218057 0.849986 -3.369359 0.0 0.0 0.1
C -1.255387 -0.001115 -3.725823 0.0 0.0 0.1
C -2.237852 0.426944 -4.607031 0.0 0.0 0.0
C -2.176373 1.707105 -5.139817 0.0 0.0 0.0
C -1.137872 2.557690 -4.786319 0.0 0.0 0.0
C -0.159763 2.131207 -3.898332 0.0 0.0 0.0
H 0.550302 0.512285 -2.683431 0.0 0.0 0.0
H -1.295493 -1.005234 -3.318233 0.0 0.0 -0.1
H -3.048517 -0.235747 -4.880996 0.0 0.0 0.0
H -2.937559 2.041348 -5.831827 0.0 0.0 0.0
H -1.089718 3.553946 -5.204992 0.0 0.0 0.0
H 0.649136 2.795301 -3.623077 0.0 0.0 0.0
C 3.110832 -0.896195 -5.808807 0.0 0.0 0.0
C 3.842345 -2.073071 -5.889039 0.0 0.0 0.0
C 3.188479 -3.296693 -5.916024 0.0 0.0 0.0
C 1.802059 -3.343672 -5.869846 0.0 0.0 0.0
C 1.070585 -2.166673 -5.791912 0.0 0.0 0.0
C 1.724862 -0.943180 -5.758089 0.0 0.0 0.0
H 3.621265 0.057949 -5.786716 0.0 0.0 0.0
H 4.922910 -2.036534 -5.932116 0.0 0.0 0.0
H 3.759331 -4.213983 -5.975628 0.0 0.0 0.0
H 1.292199 -4.298124 -5.897861 0.0 0.0 0.0
H -0.011437 -2.201567 -5.759812 0.0 0.0 0.0
H 1.153507 -0.026169 -5.694553 0.0 0.0 0.0
C 4.183790 0.196748 2.895571 -0.1 0.0 -0.1
C 4.422062 -0.937713 3.657223 -0.1 -0.1 0.0
C 4.950326 -0.823826 4.934715 0.0 0.0 0.0
C 5.228963 0.433208 5.453397 0.0 0.0 0.0
C 4.986808 1.570219 4.693098 0.0 0.0 0.0
C 4.468485 1.453511 3.410652 0.0 0.0 0.1
H 3.782066 0.094665 1.893838 0.0 0.0 0.0
H 4.204510 -1.915860 3.244109 0.1 0.0 0.0
H 5.145352 -1.709994 5.524037 0.0 0.0 0.0
H 5.638082 0.527201 6.450350 0.0 0.0 0.0
H 5.206956 2.548203 5.099726 0.0 0.0 0.0
H 4.289849 2.338990 2.814699 0.0 0.0 0.0
C -2.167756 4.973766 0.767735 0.0 0.0 0.0
C -1.190466 4.305003 1.491961 0.0 -0.1 0.0
C -1.268862 4.246777 2.876931 0.0 -0.1 0.0
C -2.328947 4.851336 3.537688 0.0 0.0 0.0
C -3.307303 5.517873 2.813332 0.0 0.0 0.0
C -3.225393 5.581897 1.429303 0.0 0.0 0.0
H -2.104434 5.022998 -0.311767 0.0 0.0 0.0
H -0.365014 3.830033 0.975254 0.0 0.0 0.0
H -0.502803 3.730628 3.442207 0.0 0.0 0.0
H -2.391715 4.804356 4.616912 0.0 0.0 0.0
H -4.133448 5.989908 3.328261 0.0 0.0 0.0
H -3.985260 6.107267 0.866117 0.0 0.0 0.0
```
Positions in Å, forces in eV/Å.

As for the gap between HOMO and LUMO: 7.942 eV. Its charge is +1.

4.
ORCA calculation (the ωB97M-V functional and the def2-TZVPD basis) on a single C22H23FN4O2 molecule.

```
52
Properties=species:S:1:pos:R:3:forces:R:3
C -0.418720 5.481169 -1.488973 0.0 0.0 0.0
C -0.351067 4.110844 -2.091660 0.0 -0.1 -0.1
C -0.005776 3.946040 -3.428966 0.0 0.0 0.0
C 0.079398 2.681861 -3.983025 0.0 0.0 0.0
C -0.184835 1.556806 -3.223336 -0.1 -0.1 0.2
C -0.540785 1.715108 -1.889963 0.1 0.8 -0.5
N -0.818278 0.610493 -1.074023 -0.1 -0.9 0.2
C -1.080591 -0.662019 -1.443823 -0.2 -0.2 0.3
C -1.311594 -1.388478 -0.296391 -0.1 0.2 0.0
C -1.545141 -2.864571 -0.242856 0.0 0.0 0.0
N -0.420202 -3.554227 -0.852650 -0.2 -0.3 -0.2
C 0.779844 -3.637300 -0.041457 0.5 0.1 -0.3
C 1.988907 -3.017750 -0.765522 -0.1 -0.2 0.1
N 2.017895 -1.582827 -0.703977 0.0 0.2 0.2
C 2.365320 -0.851724 0.488105 0.1 0.0 0.1
C 2.369520 0.595806 -0.029835 0.0 0.2 0.5
O 2.191122 0.500582 -1.433619 0.1 0.0 -0.4
C 1.962468 -0.783780 -1.798055 0.1 -0.2 0.2
O 1.747215 -1.123128 -2.929053 -0.1 0.0 -0.5
C -1.156760 -0.447252 0.750712 -0.1 0.1 -0.9
C -1.272421 -0.632752 2.192539 0.0 0.0 0.5
C -2.249951 -1.456495 2.748714 0.0 0.0 -0.1
C -2.331062 -1.627859 4.118837 0.0 0.0 0.0
C -1.446901 -0.980304 4.964748 0.1 0.1 0.0
C -0.498486 -0.144791 4.402714 0.0 -0.1 0.0
F 0.364847 0.504661 5.215546 -0.1 -0.1 -0.1
C -0.396155 0.043145 3.040091 0.0 0.0 0.1
N -0.854231 0.745462 0.250184 0.0 0.4 0.7
C -0.618652 2.986031 -1.329652 0.0 -0.1 0.0
H -0.880357 5.451796 -0.505614 0.0 0.1 0.1
H -0.990125 6.152787 -2.127139 0.0 0.1 0.0
H 0.584803 5.893850 -1.386313 0.0 0.1 0.0
H 0.204052 4.815739 -4.034657 0.0 0.1 -0.1
H 0.362236 2.566251 -5.018398 0.0 0.0 -0.1
H -0.073756 0.576699 -3.656023 0.0 -0.1 0.0
H -1.084777 -0.986020 -2.462479 0.1 0.0 -0.3
H -2.439406 -3.107463 -0.824293 0.0 -0.1 0.1
H -1.711093 -3.184852 0.798694 -0.1 0.1 -0.2
H -0.694266 -4.463322 -1.198500 0.0 0.1 0.1
H 1.032632 -4.679006 0.189709 -0.1 0.1 0.1
H 0.627786 -3.115815 0.909841 0.0 -0.1 0.0
H 1.943145 -3.280904 -1.824343 0.1 -0.1 0.1
H 2.915322 -3.410516 -0.327869 0.0 0.0 0.0
H 1.623142 -0.999330 1.278082 0.1 0.0 0.0
H 3.347648 -1.165834 0.864716 -0.1 0.0 0.0
H 3.311287 1.115625 0.162286 -0.1 -0.1 0.0
H 1.541046 1.182803 0.380281 0.1 -0.1 0.0
H -2.969906 -1.939332 2.106037 0.0 0.0 -0.1
H -3.094077 -2.268245 4.535274 -0.1 0.0 0.0
H -1.491520 -1.103625 6.034912 0.0 0.0 0.1
H 0.346496 0.713358 2.637596 0.1 0.1 0.0
H -0.891150 3.074086 -0.289062 0.0 0.0 0.1
```
Positions in Å, forces in eV/Å.

As for the gap between HOMO and LUMO: 8.890 eV. Its SMILES is Cc1cccc(-n2cc(CNCCN3CCOC3=O)c(-c3cccc(F)c3)n2)c1.

5.
ORCA calculation (the ωB97M-V functional and the def2-TZVPD basis) on a molecular structure, C35H39Br2CsN7OS.

```
86
Properties=species:S:1:pos:R:3:forces:R:3
Cs -0.266878 1.437787 -0.941368 0.3 0.5 1.0
C 5.176129 -0.973685 0.780121 0.0 0.0 0.0
C 4.401025 -0.434024 -0.395009 0.0 0.0 0.1
C 3.828692 -1.298794 -1.320878 0.0 0.0 0.0
C 3.126542 -0.816985 -2.420249 0.0 0.0 0.0
C 2.522787 -1.750490 -3.430980 0.0 0.0 0.0
C 2.993507 0.558489 -2.576870 0.0 0.1 0.0
C 3.540957 1.446777 -1.658702 0.0 0.0 0.1
C 3.374321 2.933113 -1.835137 0.0 0.0 0.0
C 4.239070 0.936513 -0.567055 0.1 0.0 0.0
H 4.813981 -1.962053 1.068701 0.0 0.0 0.0
H 5.097901 -0.313568 1.645753 0.0 0.0 0.0
H 6.237337 -1.071204 0.537700 0.0 0.0 0.0
H 3.912590 -2.371573 -1.174948 0.0 0.0 0.0
H 3.256556 -2.001673 -4.202051 0.0 0.0 0.0
H 1.663876 -1.281069 -3.909346 0.0 0.0 0.0
H 2.197025 -2.672488 -2.951604 0.0 0.0 0.0
H 2.405028 0.934473 -3.406613 0.0 0.0 0.0
H 4.288894 3.386018 -2.225386 0.0 0.0 0.0
H 3.145129 3.420505 -0.885723 0.0 0.0 0.0
H 2.571281 3.153416 -2.539102 0.0 0.0 0.0
H 4.651794 1.619698 0.169918 0.0 0.0 0.0
N -3.108533 5.331551 0.356239 0.1 0.0 0.1
C -2.627619 4.070448 0.669336 -0.2 0.2 -0.1
S -3.315597 2.746443 -0.175392 -0.1 0.0 0.0
N -1.733318 4.071221 1.628214 0.0 -0.1 0.0
N -1.040567 2.911639 1.771020 0.0 0.1 0.1
C -0.717877 2.574492 2.965148 0.0 0.0 0.1
C -1.220769 3.238906 4.198488 -0.1 0.0 0.0
C -0.350899 3.631088 5.210974 0.0 0.0 0.0
C -0.832063 4.229623 6.368158 0.0 0.0 0.0
C -2.193286 4.435263 6.528764 0.0 0.0 0.0
C -3.070530 4.044187 5.523561 0.0 0.0 0.0
C -2.589378 3.455832 4.365801 0.0 0.0 0.0
C 0.205272 1.425653 3.107504 0.1 0.0 -0.1
C 0.167500 0.598661 4.235518 0.0 0.0 0.0
C 1.057660 -0.453899 4.333980 0.0 0.0 0.0
C 1.967682 -0.661451 3.307885 0.0 0.0 0.0
C 1.922721 0.197259 2.218764 0.0 0.0 0.1
N 1.074827 1.214296 2.111892 0.1 0.0 0.1
H -4.017112 5.343780 -0.071385 0.0 0.0 0.0
H -2.918209 6.041782 1.046027 0.0 0.0 0.0
H 0.714222 3.468896 5.092332 0.0 0.0 0.0
H -0.139405 4.535137 7.143063 0.0 0.0 0.0
H -2.572324 4.898167 7.431658 0.0 0.0 0.0
H -4.135228 4.202682 5.643250 0.0 0.0 0.0
H -3.264523 3.157594 3.574023 0.0 0.0 0.0
H -0.557191 0.787076 5.015846 0.0 0.0 0.0
H 1.039810 -1.104416 5.200115 0.0 0.0 0.0
H 2.694770 -1.462972 3.340878 0.0 0.0 0.0
H 2.596882 0.060068 1.381457 0.0 0.0 0.0
Br 0.234898 1.021962 -6.298206 0.0 0.0 0.0
C -1.220155 0.252155 -5.348985 0.1 -0.1 0.0
C -2.387175 -0.062648 -6.041269 0.0 0.0 0.0
C -3.462776 -0.605073 -5.390954 0.0 0.0 0.0
Br -5.036631 -0.999520 -6.391018 0.0 0.0 0.0
C -3.409240 -0.859757 -4.000144 0.0 0.0 -0.1
C -4.481963 -1.367397 -3.235727 0.0 0.0 0.1
C -4.333782 -1.541187 -1.887514 0.0 0.0 -0.1
C -3.095022 -1.237053 -1.300323 0.0 0.0 0.0
N -2.069564 -0.792211 -1.983374 -0.2 -0.1 0.1
C -2.203833 -0.570169 -3.308908 -0.1 0.0 -0.1
C -1.040796 0.035117 -3.968849 -0.1 0.0 -0.1
O -0.018047 0.346856 -3.306322 0.2 -0.5 -1.0
H -2.436876 0.135876 -7.103342 0.0 0.0 0.0
H -5.418344 -1.595050 -3.726929 0.0 0.0 0.0
H -5.147290 -1.900978 -1.271598 0.0 0.0 0.0
H -2.954666 -1.373341 -0.231763 0.0 0.0 0.0
C 0.184760 -4.589198 -1.916747 0.0 0.0 0.0
C -0.049344 -3.954882 -0.549361 0.0 -0.1 0.0
C -1.506402 -4.209219 -0.134249 0.0 0.0 0.0
C 0.894917 -4.579535 0.477505 0.0 0.0 0.0
N 0.289943 -2.532759 -0.695728 0.0 0.0 0.0
N 0.077159 -1.703217 0.436393 0.0 -0.1 -0.1
H -0.104256 -5.641954 -1.903673 0.0 0.0 0.0
H 1.235825 -4.523256 -2.198427 0.0 0.0 0.0
H -0.409524 -4.081390 -2.680569 0.0 0.0 0.0
H -1.678456 -5.281338 -0.015893 0.0 0.0 0.0
H -2.195913 -3.831213 -0.890675 0.0 0.0 0.0
H -1.751901 -3.741440 0.822182 0.0 0.0 0.0
H 0.730664 -5.656678 0.547100 0.0 0.0 0.0
H 0.733198 -4.153390 1.470183 0.0 0.0 0.0
H 1.931313 -4.396849 0.187326 0.0 0.0 0.0
H -0.232625 -2.110647 -1.458353 0.0 0.0 0.0
H 0.870849 -1.789929 1.057399 0.0 0.0 0.0
H -0.753420 -1.978853 0.956555 0.0 0.1 0.0
```
Positions in Å, forces in eV/Å.

As for the gap between HOMO and LUMO: 6.414 eV. Its charge is -1.

6.
ORCA calculation (the ωB97M-V functional and the def2-TZVPD basis) on 2 unconnected molecules or ions with the total composition C3H8NO2.

```
14
Properties=species:S:1:pos:R:3:forces:R:3
C -2.037029 -2.268008 0.032041 -0.3 -0.1 -0.2
C -0.924682 -1.533844 -0.234874 -0.2 -0.3 0.6
O 0.065280 -1.290890 0.558400 0.1 0.3 -0.7
H -2.806143 -2.373067 -0.727447 0.1 0.0 0.0
H -2.210329 -2.762504 0.981209 0.1 0.1 0.1
H -0.906115 -1.110786 -1.257933 0.2 0.1 0.0
H 0.921449 -0.287640 -0.366796 0.2 0.1 -0.3
N 0.594056 2.419729 0.259372 0.1 0.2 0.4
C 1.617695 1.379228 0.218640 0.1 0.2 -0.5
O 1.432622 0.472405 -0.835547 -0.2 -0.5 0.8
H 0.245983 2.517976 -0.678461 -0.1 0.1 -0.4
H -0.192823 2.108703 0.807280 -0.2 -0.2 0.1
H 2.584576 1.870236 0.068973 0.0 0.0 0.0
H 1.615461 0.858459 1.175142 0.1 0.0 0.2
```
Positions in Å, forces in eV/Å.

As for the gap between HOMO and LUMO: 7.293 eV. Its charge is -1.